(1)
Molecular formula: C8H16NO
Method: DFT, ωB97M-V with the def2-TZVPD basis set

The value obtained for the HOMO-LUMO gap (alpha / beta) is 8.74 / 8.73 eV. The electronic energy comes out at -443.966414 hartree. The charge is +1. As for the highest occupied orbital energy (alpha / beta): -12.5044 / -12.5026 eV. As for the molecular weight: 142.22 g mol⁻¹. As for the LUMO energy (alpha / beta): -3.766 / -3.768 eV. The relative energy (zero: lowest compared OMol25 entry of this formula, charge and spin) comes out at 137.13 kcal/mol.

Geometry (Å):
C: -0.102 -1.761 0.630
C: -0.263 -1.053 1.721
C: -0.257 0.458 1.812
C: -0.269 1.137 0.446
C: 0.645 -0.169 -1.121
C: -0.923 -1.714 2.911
C: 1.310 2.128 -1.077
C: -0.641 -0.684 -3.084
N: 0.944 0.986 -0.323
O: -0.496 0.148 -1.937
H: 0.068 -2.890 0.527
H: -1.139 0.776 2.241
H: 0.667 0.612 2.300
H: -1.156 0.884 -0.084
H: -0.517 2.206 0.587
H: 1.468 -0.593 -1.642
H: -1.972 -1.381 3.053
H: -0.379 -1.521 3.921
H: -0.880 -2.757 2.698
H: 2.185 1.918 -1.833
H: 0.475 2.412 -1.703
H: 1.521 2.975 -0.333
H: -0.469 -1.762 -2.954
H: 0.155 -0.479 -3.750
H: -1.646 -0.535 -3.395
H: 1.670 0.661 0.391

Which charges does Mulliken predict for the atoms? In e, they are:
1 C -0.431
2 C 0.880
3 C -1.047
4 C -0.668
5 C -0.708
6 C -1.364
7 C -0.855
8 C -0.822
9 N 0.147
10 O -0.333
11 H 0.339
12 H 0.480
13 H 0.429
14 H 0.396
15 H 0.520
16 H 0.562
17 H 0.307
18 H 0.306
19 H 0.399
20 H 0.300
21 H 0.387
22 H 0.355
23 H 0.343
24 H 0.354
25 H 0.285
26 H 0.438


(2)
Molecular formula: C8H16NO3P
Method: DFT, ωB97M-V with the def2-TZVPD basis set

The value obtained for the HOMO-LUMO gap is 11.27 eV. The electronic energy comes out at -936.279990 hartree. The charge is 0. As for the highest occupied orbital energy: -10.5594 eV. As for the molecular weight: 205.19 g mol⁻¹. As for the LUMO energy: 0.709 eV. The relative energy (zero: lowest compared OMol25 entry of this formula, charge and spin) comes out at 0.00 kcal/mol.

Geometry (Å):
C: -2.767 -0.078 1.859
C: -1.188 -0.445 1.767
C: -0.515 -0.135 3.115
O: -0.429 0.295 0.697
P: -0.528 -0.281 -0.814
O: -0.524 -1.786 -0.791
C: -1.928 0.173 -1.748
C: -2.029 1.596 -1.795
N: -2.368 2.711 -1.831
O: 0.785 0.341 -1.664
C: 2.040 -0.298 -1.249
C: 2.887 -0.399 -2.487
C: 2.782 0.440 -0.037
H: -3.334 -0.670 2.539
H: -2.875 1.001 2.246
H: -3.231 0.059 0.869
H: -1.195 -1.537 1.664
H: -0.864 -0.852 3.846
H: -0.664 0.918 3.462
H: 0.561 -0.211 2.973
H: -2.773 -0.081 -1.143
H: -1.937 -0.210 -2.777
H: 1.886 -1.322 -1.119
H: 3.718 -1.033 -2.376
H: 3.330 0.567 -2.738
H: 2.360 -0.709 -3.378
H: 2.573 -0.051 0.884
H: 3.898 0.542 -0.146
H: 2.327 1.453 0.173

Which charges does Mulliken predict for the atoms? In e, they are:
1 C -0.981
2 C 0.428
3 C -1.277
4 O -0.319
5 P 0.792
6 O -0.795
7 C -0.213
8 C 0.204
9 N -0.491
10 O -0.440
11 C 0.762
12 C -1.798
13 C -1.110
14 H 0.389
15 H 0.290
16 H 0.159
17 H 0.305
18 H 0.383
19 H 0.306
20 H 0.317
21 H 0.239
22 H 0.410
23 H 0.335
24 H 0.447
25 H 0.367
26 H 0.388
27 H 0.268
28 H 0.348
29 H 0.286


(3)
Molecular formula: C8H16NO6P
Method: DFT, ωB97M-V with the def2-TZVPD basis set

The value obtained for the HOMO-LUMO gap is 10.22 eV. The electronic energy comes out at -1161.830242 hartree. The charge is 0. As for the highest occupied orbital energy: -10.3696 eV. As for the molecular weight: 253.19 g mol⁻¹. As for the LUMO energy: -0.153 eV.

Geometry (Å):
C: 1.488 2.182 3.203
C: 0.109 2.777 2.496
C: 0.266 2.681 0.865
C: 0.541 1.156 0.298
N: -0.782 0.538 -0.144
C: -0.617 -0.986 -0.321
C: -2.161 -1.374 -0.835
O: -3.291 -1.044 0.047
C: -2.036 -0.573 -2.298
O: -2.786 0.409 -2.805
O: -0.812 -1.239 -2.836
C: 0.173 -1.200 -1.743
P: 1.220 -2.771 -2.033
O: 0.915 -3.280 -3.516
O: 2.965 -2.470 -1.892
O: 0.804 -4.046 -0.868
H: 1.866 2.914 4.048
H: 1.245 1.111 3.630
H: 2.315 2.127 2.350
H: -0.854 2.245 2.902
H: 0.062 3.915 2.775
H: 1.172 3.341 0.457
H: -0.743 3.041 0.340
H: 1.005 0.422 1.083
H: 1.242 1.264 -0.650
H: -1.423 0.676 0.679
H: -0.178 -1.586 0.588
H: -2.133 -2.540 -1.063
H: -3.716 -0.206 -0.300
H: 0.898 -0.349 -2.090
H: 3.360 -3.393 -1.818
H: -0.117 -3.744 -0.551

Which charges does Mulliken predict for the atoms? In e, they are:
1 C -0.852
2 C -0.311
3 C -0.844
4 C -0.289
5 N -0.226
6 C -0.292
7 C 0.146
8 O -0.569
9 C 0.428
10 O -0.563
11 O -0.305
12 C -0.113
13 P 0.911
14 O -0.634
15 O -0.514
16 O -0.538
17 H 0.299
18 H 0.204
19 H 0.233
20 H 0.252
21 H 0.301
22 H 0.319
23 H 0.306
24 H 0.228
25 H 0.157
26 H 0.237
27 H 0.394
28 H 0.261
29 H 0.393
30 H 0.281
31 H 0.337
32 H 0.362


(4)
Molecular formula: C8H16O2
Method: DFT, ωB97M-V with the def2-TZVPD basis set

The value obtained for the HOMO-LUMO gap (alpha / beta) is 8.12 / 8.77 eV. The electronic energy comes out at -464.719290 hartree. The charge is 0. As for the highest occupied orbital energy (alpha / beta): -9.0314 / -9.5027 eV. As for the molecular weight: 144.21 g mol⁻¹. As for the LUMO energy (alpha / beta): -0.909 / -0.729 eV. The relative energy (zero: lowest compared OMol25 entry of this formula, charge and spin) comes out at 132.05 kcal/mol.

Geometry (Å):
C: 1.572 -0.576 0.298
C: 2.389 -0.899 1.519
C: 0.892 -0.743 1.634
C: 1.686 0.817 -0.285
C: 1.382 -1.666 -0.736
H: 2.805 -1.894 1.611
H: 3.012 -0.119 1.937
H: 0.307 -1.638 1.807
H: 0.512 0.139 2.134
H: 2.553 0.884 -0.946
H: 2.221 -1.684 -1.436
H: 1.800 1.567 0.499
H: 0.802 1.078 -0.870
H: 1.315 -2.650 -0.270
H: 0.466 -1.498 -1.308
C: -1.907 1.620 0.155
C: -2.090 0.108 -0.199
C: -2.028 -0.331 -1.497
O: -3.153 1.732 0.679
O: -1.674 2.427 -0.992
H: -3.347 0.346 0.184
H: -2.543 2.646 -1.352
H: -1.085 1.806 0.853
H: -1.809 -0.508 0.651
H: -2.492 -1.258 -1.805
H: -1.588 0.293 -2.265

Which charges does Mulliken predict for the atoms? In e, they are:
1 C 1.761
2 C -0.819
3 C -1.065
4 C -1.469
5 C -1.319
6 H 0.274
7 H 0.291
8 H 0.299
9 H 0.232
10 H 0.386
11 H 0.350
12 H 0.368
13 H 0.180
14 H 0.377
15 H 0.151
16 C 0.262
17 C -0.287
18 C -0.736
19 O -0.677
20 O -0.529
21 H 0.380
22 H 0.347
23 H 0.211
24 H 0.397
25 H 0.288
26 H 0.346